Formula: C38H51F9N3O10S3
Source: the Open Molecules 2025 dataset
Level of theory: the ωB97M-V functional and the def2-TZVPD basis

Last column: Löwdin charge in e.
Cartesian coordinates (Å):
C 1.4312 -2.8563 5.8541  0.0118
C 1.5029 -1.8509 4.7561  -0.1526
C 2.5772 -1.8263 3.5197  -0.1164
C 1.8714 -1.6227 2.0206  -0.1940
C 0.8277 -2.8727 1.8436  -0.2333
C 1.7138 -4.2909 1.8177  -0.1203
C 1.5537 -5.1457 3.2073  -0.2076
C 1.6738 -6.7787 2.9466  -0.1606
C 0.1783 -7.2896 2.5124  -0.1724
N -0.8372 -7.3389 3.6317  -0.1701
C -0.9650 -8.5030 4.6034  -0.0539
C -2.2221 -8.2192 5.6449  -0.0740
C -2.8520 -6.7520 5.2535  -0.0674
C -1.9005 -6.3230 3.9912  -0.0968
N 0.0968 -2.8256 0.5201  -0.2187
C -1.2734 -3.4637 0.5794  -0.4296
S -1.4689 -4.4974 -1.0157  0.7738
C -2.3049 -3.4842 -2.3528  -0.5681
C -2.8523 -4.3569 -3.6302  -0.1681
C 0.0776 -1.4353 -0.0727  -0.1018
C -0.0062 -0.2112 1.0140  -0.3439
C -1.3536 -0.2919 2.0035  -0.0040
C -0.2302 1.1748 0.1346  -0.1327
C -1.7664 1.1938 -0.5275  -0.1981
C -1.8594 2.0530 -1.9235  -0.1519
C -3.4680 2.4842 -2.0792  -0.0885
C -3.6624 4.1188 -2.2577  -0.1891
F -2.7897 4.4622 -3.4468  -0.0198
F -3.0338 4.9060 -1.1309  -0.0033
C -5.1581 4.6029 -2.6657  -0.2218
F -5.4582 4.0261 -4.0271  0.0132
F -5.1500 6.1016 -2.8551  0.0190
S -6.5570 4.1497 -1.5401  1.0815
F -6.6271 2.5121 -2.0328  -0.1829
F -5.5810 3.8443 -0.1750  -0.1832
F -6.6869 5.8304 -1.0882  -0.1950
F -7.6653 4.5280 -2.8358  -0.1914
F -7.9303 3.8555 -0.5555  -0.1737
N 1.2574 -0.2420 1.8354  -0.0729
C 2.3670 0.6726 1.3784  -0.1839
S 2.3366 2.3946 2.1706  0.8328
O 3.5635 2.5607 3.1373  -0.3945
O 1.0767 2.6767 3.0213  -0.3915
H 1.8534 -3.9473 5.8233  0.0685
H 0.8539 -2.5451 6.8482  0.0904
H 0.6576 -1.0084 4.7636  0.1050
H 3.2825 -0.8865 3.7016  0.1288
H 3.2862 -2.7676 3.5471  0.1302
H 2.7585 -1.8292 1.2483  0.1803
H 0.0184 -2.9748 2.6822  0.1384
H 2.8552 -4.0148 1.6599  0.1223
H 1.3653 -4.9211 0.8766  0.1283
H 2.4355 -4.8383 3.9172  0.0932
H 0.4929 -4.9316 3.6711  0.0993
H 2.1026 -7.3139 3.8945  0.1195
H 2.4761 -6.9111 2.0851  0.1256
H -0.2584 -6.5766 1.6643  0.1258
H 0.2468 -8.3613 2.0411  0.1359
H -0.2834 -9.4731 4.6232  0.1126
H -2.6140 -8.9284 6.5053  0.0835
H -3.7460 -6.1853 5.7684  0.0856
H -2.1171 -5.2880 3.4619  0.0862
H -2.1695 -2.7092 0.6213  0.0938
H -1.2622 -4.2540 1.4502  0.0802
H -3.2052 -2.9089 -1.8689  0.0797
H -1.5334 -2.6999 -2.7530  0.0653
H -3.9445 -3.9993 -3.8511  0.0833
H -2.8437 -5.5162 -3.4248  0.0837
H -2.1733 -4.0803 -4.5654  0.0920
H -0.7449 -1.4237 -0.9051  0.1255
H 1.1167 -1.2995 -0.6447  0.1525
H -1.0878 -0.8392 3.0031  0.0906
H -2.3018 -0.6979 1.4511  0.0965
H -1.5862 0.8410 2.2943  0.1154
H -0.1908 2.1592 0.8008  0.1239
H 0.5396 1.2449 -0.7592  0.1253
H -2.2438 0.1287 -0.6070  0.1097
H -2.4321 1.7873 0.2663  0.1273
H -1.6650 1.3042 -2.8285  0.1325
H -1.1562 2.9959 -1.9591  0.1321
H -3.9602 1.9827 -3.0437  0.1514
H -4.0610 2.0363 -1.1617  0.1191
H 0.9872 0.0799 2.8130  0.1646
H 2.5104 0.7126 0.1944  0.1646
H 3.3847 0.1879 1.7739  0.1403
H 2.4703 3.3302 1.1261  0.1166
C 6.5045 1.9971 1.8111  0.0626
C 7.4946 2.2936 2.6553  -0.1950
C 8.8677 2.5929 2.1626  -0.2978
O 9.7525 2.8805 2.9611  0.1231
C 9.1099 2.5250 0.7131  0.0861
C 8.1205 2.2252 -0.1307  -0.2078
C 6.7416 1.9530 0.3600  -0.3095
O 5.8488 1.6982 -0.4413  0.0727
O 8.3417 2.1569 -1.4940  0.0842
O 7.2800 2.3344 4.0207  0.0921
H 5.5013 1.7797 2.1553  0.0871
H 10.1164 2.7273 0.3699  0.1428
H 7.4726 1.9251 -1.8880  0.1154
H 8.1477 2.5721 4.4141  0.1215
C -2.2091 7.7604 -8.7228  0.0795
C -2.8641 6.5992 -8.6634  -0.2076
C -2.8446 5.7622 -7.4319  -0.3039
O -3.4716 4.7091 -7.4007  0.1019
C -2.0556 6.2405 -6.2859  0.0757
C -1.3979 7.4000 -6.3468  -0.2055
C -1.4402 8.2498 -7.5683  -0.3048
O -0.8403 9.3194 -7.5877  0.1098
O -0.6523 7.8542 -5.2744  0.0781
O -3.5869 6.1314 -9.7455  0.0821
H -2.2166 8.3798 -9.6108  0.1398
H -2.0354 5.6139 -5.4035  0.1137
H -0.2753 8.7135 -5.5642  0.1170
H -3.9688 5.2751 -9.4535  0.1165

Properties
charge = +1
LUMO = -4.1246 eV